Formula: C3H6NO2
Source: the OMol25 dataset
Level of theory: ωB97M-V with the def2-TZVPD basis set

E_tot   -322.771602 Eh
Relative energy (zero: lowest compared OMol25 entry of this formula, charge and spin)   2.919 eV
Kohn-Sham gap   10.80 eV
Molar mass   88.1 g/mol
LUMO level   -3.85 eV
Total charge   +1

Element x y z (Å)
N  0.09  -1.60  -0.89
C  0.70  -0.57  0.15
C  0.06  0.62  0.29
O  -0.98  1.30  -0.35
C  -0.32  2.06  0.64
O  -0.90  2.28  1.82
H  -0.68  -1.13  -1.33
H  -0.21  -2.20  -0.15
H  0.77  -1.97  -1.57
H  1.45  -1.02  0.81
H  0.38  2.77  0.40
H  -1.73  1.96  1.80